# 1
# C2H4N4S

One molecule with the formula C2H4N4S (the ωB97M-V functional and the def2-TZVPD basis, the OMol25 dataset).

Last column: Löwdin spin population.
Cartesian coordinates (Å):
C  0.9750  -0.6481  0.1958  0.032
C  0.6462  0.8336  -0.2225  0.059
N  -0.0794  -1.5439  -0.0397  0.207
N  -0.7522  1.1335  -0.0704  0.454
N  -1.2334  -1.1373  -0.1368  0.062
N  -1.5649  0.1846  0.0033  0.256
S  -3.2597  0.3060  0.3133  0.881
H  1.7415  -0.9943  -0.3879  0.005
H  1.2815  -0.6953  1.1808  0.007
H  1.0701  1.5816  0.4786  0.011
H  1.1754  0.9796  -1.3144  0.027

Its LUMO energy (spin up / spin down) is 0.7 / -2.9 eV. For the relative energy (zero: lowest compared OMol25 entry of this formula, charge and spin), the calculation gives 1.5699 eV. Its expectation value of S² is 2.019. The multiplicity is 3. The HOMO energy (spin up / spin down) is -7.4412 / -8.9992 eV.

***

# 2
# C2H4N5

An isolated ion of composition C2H4N5 and charge -1 (the ωB97M-V functional and the def2-TZVPD basis, the OMol25 dataset).

Last column: natural (NBO) charge in e.
Cartesian coordinates (Å):
C  -0.6370  -0.2377  -0.1516  0.359
C  1.5545  0.3023  0.0127  -0.406
N  -1.6321  -1.1060  -0.0733  -0.438
N  -1.0561  1.0329  -0.0698  -0.448
N  -2.7354  -0.3426  -0.0283  -0.171
N  -2.3892  0.8924  0.0260  -0.179
N  0.6329  -0.7454  -0.2254  -0.614
H  1.5552  1.0562  -0.8084  0.196
H  1.4789  1.0054  0.9666  0.162
H  2.4642  -0.3174  0.0396  0.171
H  0.7640  -1.5402  0.3119  0.368

Its LUMO energy is 4.1 eV. For the relative energy (zero: lowest compared OMol25 entry of this formula, charge and spin), the calculation gives 0.2971 eV. The total charge is -1. The HOMO energy is -3.7470 eV.